Density functional theory data (the ωB97M-V functional and the def2-TZVPD basis) for a cluster of 2 separate species, C4H11NO2 in total in a non-equilibrium geometry.

Last column: Löwdin charge in e.
CARTESIAN COORDINATES (ANGSTROEM)
C: -0.82 -1.25 2.32  -0.0607
O: 0.84 0.03 -1.34  0.0320
H: -0.30 1.76 -5.09  0.0264
H: 1.78 0.09 0.63  0.0619
C: -0.29 -0.28 -1.04  -0.3438
H: 1.79 -1.01 1.78  0.0775
H: -1.55 -0.91 3.07  0.0690
H: -1.72 0.47 0.18  0.1161
H: 1.62 0.65 2.34  0.0779
H: -0.10 -1.95 2.72  0.0660
O: 0.60 1.77 -5.41  -0.0613
H: -0.58 0.94 1.90  0.1270
C: -0.24 -0.03 1.56  -0.3643
C: 1.28 -0.06 1.59  -0.0690
N: -0.87 -0.06 0.19  0.0145
H: 0.84 2.71 -5.43  0.0344
H: -1.50 -1.86 1.72  0.0720
H: -0.79 -1.00 -1.70  0.1246

The value obtained for the maximum force is 1.59 eV/Å. As for the multiplicity: 1. The SMILES is CC(C)NC=O.O. For the energy above the lowest of the compared OMol25 structures with the same formula, charge and spin, the calculation gives 46.1 kcal/mol. As for the HOMO energy: -9.43 eV. Its energy is -364.19472 Ha.

Density functional theory data (the ωB97M-V functional and the def2-TZVPD basis) for a cluster of 2 separate species, C7H8N2 in total in a non-equilibrium geometry.

Last column: Löwdin charge in e.
CARTESIAN COORDINATES (ANGSTROEM)
C: 0.92 1.29 1.85  0.0325
C: -1.21 0.71 0.60  -0.1883
C: 0.03 -0.86 -3.21  0.0119
H: 0.43 1.95 -0.19  0.1226
H: 0.49 -4.68 -1.24  0.0118
C: 0.13 1.31 0.75  -0.1481
H: 0.79 0.69 2.70  0.0421
C: 1.81 -2.87 -1.01  -0.0264
C: -1.52 0.60 -1.78  -0.2785
H: 2.11 -1.88 -0.84  -0.0041
H: -1.05 1.73 -1.85  0.1570
C: 1.08 -3.82 -1.09  -0.0033
H: 1.87 1.83 1.86  0.0630
N: -1.84 0.29 -0.41  0.0300
N: -0.57 -0.23 -2.46  -0.0415
H: -1.48 0.09 1.45  0.1078
H: -2.47 0.70 -2.31  0.1115

The value obtained for the maximum force is 4.83 eV/Å. As for the multiplicity: 1. For the energy above the lowest of the compared OMol25 structures with the same formula, charge and spin, the calculation gives 125.5 kcal/mol. As for the HOMO energy: -9.76 eV. Its energy is -380.82367 Ha.

Density functional theory data (the ωB97M-V functional and the def2-TZVPD basis) for an isolated molecule of C4H7NO2.

Last column: Löwdin charge in e.
CARTESIAN COORDINATES (ANGSTROEM)
C: 0.27 2.30 0.06  -0.0165
H: -0.85 -1.69 1.67  0.1417
C: 0.28 0.81 -0.04  -0.4926
C: -0.80 -1.98 -0.45  -0.2417
H: 0.02 2.76 1.02  0.0839
H: 1.30 2.47 -0.27  0.0787
O: -0.59 0.11 0.76  -0.0305
C: -0.32 -1.28 0.80  -0.1516
H: 1.13 -0.63 -1.08  0.0442
H: -0.36 2.73 -0.73  0.0862
H: -1.52 -1.40 -1.07  0.1386
O: -0.45 -3.10 -0.75  0.0663
H: 0.75 -1.46 0.94  0.1384
N: 1.14 0.36 -0.86  0.1548

The value obtained for the maximum force is 0.88 eV/Å. As for the multiplicity: 1. The SMILES is [H]/N=C(/C)OCC=O. For the energy above the lowest of the compared OMol25 structures with the same formula, charge and spin, the calculation gives 42.1 kcal/mol. As for the HOMO energy: -10.20 eV. Its energy is -361.81369 Ha.

Density functional theory data (the ωB97M-V functional and the def2-TZVPD basis) for a structure of composition C3H4NaO3 in a non-equilibrium geometry.

Last column: Löwdin charge in e.
CARTESIAN COORDINATES (ANGSTROEM)
H: 2.71 -0.33 0.34  0.0234
H: 0.86 2.14 0.15  0.0484
O: -1.32 0.41 0.33  -0.1509
H: 1.07 0.80 -1.11  0.0548
C: 2.17 0.55 0.70  -0.1119
C: 1.22 1.13 -0.07  -0.1020
H: 2.58 1.09 1.56  0.0214
O: -1.94 -1.73 0.58  -0.2375
C: -1.88 -0.65 -0.12  -0.9891
O: -2.34 -0.68 -1.33  -0.2439
Na: -3.13 -2.74 -1.01  0.6873

The value obtained for the maximum force is 2.20 eV/Å. As for the multiplicity: 1. Its total charge is -1. For the energy above the lowest of the compared OMol25 structures with the same formula, charge and spin, the calculation gives 0.0 kcal/mol. As for the HOMO energy: -2.29 eV. Its energy is -504.76004 Ha.

Density functional theory data (the ωB97M-V functional and the def2-TZVPD basis) for an isolated molecule of C3H6N2 in a non-equilibrium geometry.

Last column: Löwdin charge in e.
CARTESIAN COORDINATES (ANGSTROEM)
N: 0.12 -0.80 0.02  -0.1342
H: -0.94 0.40 1.43  -0.0308
C: -1.00 -0.65 1.12  -0.1409
H: 1.09 -1.00 0.29  0.1563
H: -0.27 -1.62 -0.42  0.1277
H: 0.71 0.07 -1.85  0.1308
N: 1.05 2.54 0.04  0.1643
C: 0.63 1.55 -0.37  -0.2040
H: -0.56 -1.24 1.94  -0.0233
H: -0.94 0.44 -1.24  0.1285
C: 0.11 0.31 -0.96  -0.1746

The value obtained for the maximum force is 1.16 eV/Å. As for the multiplicity: 1. For the energy above the lowest of the compared OMol25 structures with the same formula, charge and spin, the calculation gives 88.5 kcal/mol. As for the HOMO energy: -7.22 eV. Its energy is -227.28385 Ha.